10
Properties=species:S:1:pos:R:3 method="wB97M-V/def2-TZVPD" relative_energy_ev=1.7762 orbital_gap_ev=7.8 homo_energy_ev=-7.87 e_lumo_ev=-0.070
C -0.5799 -1.1950 -0.7406
C 0.8489 0.9732 -0.5565
O -0.5074 0.6796 1.7015
P -0.8754 1.0669 0.1504
S 0.6571 -0.3004 -1.8727
H -0.3192 -1.7539 0.1847
H -1.4778 -1.5027 -1.2657
H 1.2273 2.0225 -0.8804
H 1.4368 0.6882 0.3446
H -1.0497 -0.0023 2.0847

---

104
Properties=species:S:1:pos:R:3 method="wB97M-V/def2-TZVPD" orbital_gap_ev=8.0 homo_energy_ev=-7.95 e_lumo_ev=0.056
C 4.3639 -0.6353 0.6383
C 4.3891 -0.5349 -1.0279
C 2.8071 -0.7206 -1.5061
C 1.7448 0.1407 -0.5695
C 0.5732 0.6838 -1.5715
C -0.9435 0.6846 -0.9716
C -1.9087 1.2705 -2.2085
N -2.7293 1.6596 -3.1465
C -1.5727 -0.7554 -0.5553
C -0.7883 -2.0894 -1.0656
C -0.0107 -2.8423 0.2101
C -0.2466 -4.4637 0.2508
C -1.7087 -5.2302 0.1028
C -1.9277 -6.8611 0.1019
C -0.5866 -7.8053 0.2599
C 0.8793 -7.0548 0.4581
C 1.0765 -5.4227 0.4580
C -1.1047 1.8369 0.2308
C -2.7556 2.0016 0.4440
N -4.0626 1.9944 0.6037
P -0.4109 1.2929 1.9213
N 1.0014 2.0786 2.2199
H 3.9743 0.3912 1.1063
H 5.4550 -0.8935 0.9876
H 3.6023 -1.5132 0.8865
H 4.8435 0.5078 -1.3241
H 5.0900 -1.3945 -1.4208
H 2.5817 -1.8694 -1.5004
H 2.7831 -0.3718 -2.6457
H 1.3741 -0.4313 0.3808
H 2.3568 1.1028 -0.2160
H 0.5546 0.0384 -2.5755
H 0.8299 1.7888 -1.9216
H -2.6690 -0.8086 -1.0264
H -1.7558 -0.8994 0.6159
H -1.6340 -2.8713 -1.3828
H -0.1104 -1.9657 -2.0086
H 1.1470 -2.6670 0.0022
H -0.2428 -2.3379 1.2448
H -2.6447 -4.4997 -0.0275
H -3.0285 -7.2603 -0.0477
H -0.7461 -8.9647 0.2248
H 1.8347 -7.7510 0.6022
H 2.1465 -4.9519 0.6036
H -0.6822 2.8721 -0.1401
H -0.1251 -0.1439 1.9351
H -1.3937 1.5251 2.9499
H 1.1368 2.6998 1.3787
Br -2.0084 -0.5516 -8.1029
C -3.1693 -1.2472 -6.6979
C -2.6537 -0.8735 -5.3274
Br -1.1369 -1.9879 -4.8161
H -3.2482 -2.3259 -6.8536
H -4.1447 -0.7854 -6.8816
H -3.4155 -1.0625 -4.5652
H -2.3244 0.1667 -5.2560
Br -4.0931 2.4102 5.3583
C -4.9267 3.8972 4.4099
C -4.0122 4.4438 3.3380
Br -2.6012 5.5471 4.1096
H -5.2070 4.6387 5.1619
H -5.8338 3.4765 3.9645
H -4.5614 5.1117 2.6679
H -3.5220 3.6653 2.7470
Br -0.4118 9.1825 5.0300
C -2.3404 9.1372 5.3201
C -2.7898 10.2881 6.1902
Br -2.3615 9.9643 8.0652
H -2.5772 8.1564 5.7397
H -2.7793 9.2157 4.3204
H -3.8787 10.3903 6.1605
H -2.3318 11.2429 5.9181
Br 7.4329 -2.6186 0.3573
C 8.5346 -1.5755 -0.8690
C 9.0733 -0.3330 -0.1983
Br 7.6972 1.0408 -0.0481
H 7.9212 -1.3639 -1.7482
H 9.3526 -2.2447 -1.1543
H 9.8628 0.1201 -0.8053
H 9.4550 -0.5146 0.8101
Br 3.9063 -0.3310 4.1737
C 5.2931 0.9648 4.6244
C 4.9569 2.3358 4.0848
Br 5.2903 2.4401 2.1660
H 6.2373 0.5674 4.2442
H 5.3236 0.9783 5.7186
H 5.6087 3.0942 4.5286
H 3.9134 2.6212 4.2438
Br -2.6811 -7.9532 2.1637
C -4.3883 -7.9189 3.1071
C -5.3886 -8.8500 2.4619
Br -6.1197 -8.0771 0.8273
H -4.7177 -6.8773 3.1333
H -4.1563 -8.2481 4.1249
H -6.2521 -9.0001 3.1167
H -4.9668 -9.8227 2.1946
Br -1.1978 4.3951 -11.1924
C -2.3588 3.6996 -9.7873
C -1.8431 4.0733 -8.4168
Br -0.3264 2.9589 -7.9056
H -2.4376 2.6209 -9.9431
H -3.3341 4.1613 -9.9711
H -2.6049 3.8842 -7.6547
H -1.5138 5.1134 -8.3455

---

20
Properties=species:S:1:pos:R:3 method="wB97M-V/def2-TZVPD" relative_energy_ev=3.5481 orbital_gap_ev=9.0 homo_energy_ev=-8.01 e_lumo_ev=0.991 smiles="C=NN(C)C(=C)CC"
C 0.2727 2.9941 0.3400
N -0.2760 1.8595 0.3473
N 0.2510 0.7388 0.2864
C 1.7015 0.6169 0.3407
C -0.5499 -0.4931 0.5955
C -0.0416 -1.1866 1.5861
C -1.5077 -0.8074 -0.4585
C -0.7865 -1.5373 -1.5852
H -0.3563 3.8782 0.2446
H 1.3325 3.0377 0.1232
H 2.1408 1.3522 1.0592
H 1.9397 -0.4387 0.5042
H 2.0124 0.7025 -0.7142
H 0.7067 -0.6884 2.2898
H -0.5422 -2.0829 1.7731
H -2.2816 -1.4555 -0.0807
H -2.0265 0.0906 -0.7927
H -0.2392 -0.9504 -2.2797
H -0.2597 -2.2809 -1.0293
H -1.7390 -1.8999 -2.1195

---

110
Properties=species:S:1:pos:R:3 method="wB97M-V/def2-TZVPD" spin_multiplicity=3 orbital_gap_ev="7.9 / 8.6" homo_energy_ev="-10.28 / -11.06" charge=+1 e_lumo_ev="-2.423 / -2.423"
C 1.8320 0.7529 3.1299
C 0.6742 1.4799 2.3983
O 0.4253 2.7335 3.0225
C -0.6029 0.6029 2.2410
C -1.8236 1.1359 2.9843
C -1.8473 0.7826 4.4835
F -0.7467 1.2753 5.0784
O -1.7525 -0.6120 4.6097
C -2.8978 -1.3173 4.1255
C -3.7978 -1.5557 5.3925
N -5.0145 -2.2903 5.0993
C -2.4176 -2.6860 3.6976
O -1.5517 -2.5982 2.5647
C -0.8996 -3.7542 2.2478
F -0.4480 -3.6082 1.0092
F -1.6710 -4.8486 2.3002
F 0.1309 -3.9320 3.0903
C -3.7833 -0.5412 3.0739
P -4.6408 -1.6151 1.7633
N -6.0571 -2.0816 2.1908
N -3.0771 0.5953 2.3266
C -4.0488 1.6973 2.1044
C -4.5084 2.5033 3.1197
C -5.4250 3.4867 2.8782
C -5.9067 3.6922 1.6017
C -5.4274 2.9117 0.5780
C -4.5085 1.9224 0.8339
H 1.4976 -0.0830 3.7511
H 2.4402 1.4570 3.7045
H 2.5021 0.3553 2.3580
H 1.0491 1.7137 1.3967
H 0.7701 2.7468 3.9193
H -0.7953 0.5009 1.1629
H -0.3520 -0.4109 2.5719
H -1.8686 2.2248 2.9033
H -2.7452 1.1147 5.0221
H -3.9745 -0.5708 5.8363
H -3.1710 -2.1325 6.0850
H -4.9419 -3.2641 5.3533
H -5.7872 -1.8468 5.5749
H -3.2773 -3.3383 3.5076
H -1.8516 -3.1301 4.5270
H -4.6106 -0.0828 3.6218
H -3.8485 -2.7300 1.4190
H -4.6722 -0.7834 0.6115
H -6.1584 -3.0884 2.1799
H -2.8689 0.2593 1.3824
H -4.1656 2.3503 4.1409
H -5.7989 4.1325 3.6648
H -6.6496 4.4561 1.4033
H -5.7526 3.0374 -0.4491
H -4.1271 1.2908 0.0330
C 3.4661 5.3936 -1.6105
C 3.1344 4.1931 -0.6881
C 4.3357 3.2451 -0.6021
C 4.5369 2.3719 -1.8401
C 3.2415 1.6557 -2.2103
C 2.0591 2.6121 -2.3707
N 1.9029 3.5080 -1.1872
O 1.3862 2.8158 -0.2116
C 2.2422 3.4351 -3.6608
C 0.7887 1.8005 -2.6269
C 2.9162 4.8112 0.6947
H 2.5729 5.7754 -2.1057
H 3.8799 6.2263 -1.0426
H 4.2072 5.1506 -2.3719
H 4.2147 2.5835 0.2628
H 5.2433 3.8242 -0.4170
H 4.8959 2.9726 -2.6804
H 5.3173 1.6356 -1.6402
H 3.3885 1.0913 -3.1330
H 3.0144 0.9153 -1.4362
H 1.4502 4.1789 -3.7650
H 2.1980 2.7824 -4.5331
H 3.1980 3.9489 -3.7221
H 0.5916 1.0752 -1.8365
H 0.8875 1.2376 -3.5549
H -0.0822 2.4531 -2.7214
H 2.0543 5.4811 0.6984
H 3.7941 5.3888 0.9826
H 2.7703 4.0577 1.4686
C 1.9749 -5.2376 -2.7756
C 1.9217 -3.7306 -2.4169
C 0.4858 -3.2133 -2.5602
C 0.0409 -2.9944 -4.0055
C 1.0574 -2.1353 -4.7522
C 2.4824 -2.6866 -4.6686
N 2.8887 -2.9718 -3.2625
O 3.1286 -1.8532 -2.6439
C 2.5891 -3.9578 -5.5332
C 3.4395 -1.6983 -5.3358
C 2.3101 -3.6556 -0.9420
H 2.9449 -5.5149 -3.1885
H 1.8294 -5.8603 -1.8928
H 1.2000 -5.5328 -3.4833
H 0.3855 -2.2603 -2.0277
H -0.2004 -3.9094 -2.0703
H -0.1027 -3.9518 -4.5132
H -0.9326 -2.4988 -4.0150
H 0.7606 -2.0427 -5.7991
H 1.0291 -1.1219 -4.3361
H 3.5753 -4.4137 -5.4343
H 2.4442 -3.7113 -6.5851
H 1.8427 -4.7131 -5.2992
H 3.3857 -0.7033 -4.8936
H 3.1881 -1.5895 -6.3906
H 4.4716 -2.0468 -5.2717
H 3.3361 -3.9915 -0.7813
H 1.6556 -4.2881 -0.3430
H 2.2120 -2.6455 -0.5441

---

11
Properties=species:S:1:pos:R:3 method="wB97M-V/def2-TZVPD" relative_energy_ev=0.2222 orbital_gap_ev=10.7 homo_energy_ev=-9.88 e_lumo_ev=0.863 smiles=CC(C)Br
C 1.3210 -0.1233 0.1299
C -0.0796 -0.0759 -0.5331
C -1.0919 0.5463 0.3595
Br -0.7286 -2.1037 -0.6971
H 1.5086 -0.9911 0.8547
H 2.0576 -0.2548 -0.5908
H 1.3283 0.7895 0.6318
H -0.2403 0.2187 -1.6169
H -0.9774 0.0035 1.2127
H -2.0151 0.4174 -0.1158
H -1.0825 1.5735 0.3650

---

12
Properties=species:S:1:pos:R:3 method="wB97M-V/def2-TZVPD" relative_energy_ev=4.6741 orbital_gap_ev=7.7 homo_energy_ev=-8.37 e_lumo_ev=-0.671
C 1.3700 -0.0440 -0.0968
C -1.5021 0.0041 0.0735
H 1.3443 1.9123 0.0302
H -1.1837 2.1294 0.8489
H -1.1243 -1.8936 -0.2591
H 1.1671 -2.0860 -0.1079
N 0.6608 1.1044 -0.2756
N -0.7192 1.1489 -0.2116
N -0.6781 -1.0496 -0.2040
N 0.7139 -1.1099 0.0107
S 3.0306 -0.0388 0.1117
S -3.0792 -0.0772 0.0800

---

40
Properties=species:S:1:pos:R:3 method="wB97M-V/def2-TZVPD" relative_energy_ev=0.1814 orbital_gap_ev=8.1 homo_energy_ev=-10.72 charge=+1 e_lumo_ev=-2.646
Bi -0.5309 1.0605 0.1030
N -3.6228 -0.1083 -1.6681
C -3.7456 -0.2483 -0.3263
N -2.6868 -0.1634 0.5007
C -3.0594 -0.3011 1.8060
C -4.3936 -0.5912 1.9961
S -5.2009 -0.4721 0.4776
C -1.9558 -0.3578 2.7357
C -1.9969 -0.9956 3.9267
S -0.4284 -0.9608 4.6650
C 0.1663 -0.1103 3.3157
N -0.7060 0.1440 2.3381
N 1.4542 0.1174 3.2006
H -2.7345 0.2270 -2.0382
H -4.3759 -0.0326 -2.2971
H -4.9182 -0.8162 2.9283
H -2.7589 -1.5184 4.3800
H 1.9781 0.2439 4.0167
H 1.9352 0.4148 2.3967
S 1.9043 1.6640 0.3145
C 2.7161 0.1001 0.2226
C 4.0944 -0.0059 0.5253
C 4.7168 -1.2415 0.5025
C 3.9717 -2.3397 0.1819
C 2.6475 -2.2241 -0.0771
C 1.9799 -1.0156 -0.0965
S 0.2437 -1.2106 -0.4726
H 4.6534 0.8358 0.8952
H 5.7429 -1.2300 0.8426
H 4.4974 -3.2648 0.0724
H 2.1385 -3.1427 -0.2860
C 0.7616 2.1872 -3.3680
C -0.6092 1.7018 -3.6694
N -1.1661 1.8477 -4.8636
O -1.2283 1.1607 -2.7392
H 1.3066 2.6239 -4.2088
H 1.3579 1.4203 -2.8552
H 0.6525 2.9917 -2.6447
H -0.7558 2.1881 -5.7283
H -2.0451 1.4223 -5.0048

---

21
Properties=species:S:1:pos:R:3 method="wB97M-V/def2-TZVPD" relative_energy_ev=2.8150 orbital_gap_ev=10.3 homo_energy_ev=-13.59 charge=+1 e_lumo_ev=-3.332
C -0.9771 -1.0171 2.0823
C 0.4739 -0.6725 2.1910
C 0.9582 0.3189 1.1888
C 1.8607 -0.0808 0.2902
N -1.3881 -1.1648 0.5372
H -1.2480 -2.0259 2.6773
H -1.8358 -0.3158 2.5496
H 0.8342 -0.3562 3.2395
H 1.1468 -1.5706 2.0333
H 0.6164 1.3439 1.2434
H 2.2770 0.5110 -0.5497
H 2.3043 -1.0162 0.4322
H -1.5103 -0.2641 0.1266
H -0.9158 -1.8265 -0.0581
H -2.3053 -1.6244 0.5907
H -0.1757 2.7669 -2.5391
H -0.0143 2.4305 -3.8879
O 0.5075 2.5431 -3.1325
H -0.8229 -0.9145 -2.4423
H -0.0845 0.5551 -2.1811
O -0.8129 -0.1469 -1.8060

---

19
Properties=species:S:1:pos:R:3 method="wB97M-V/def2-TZVPD" relative_energy_ev=0.6934 orbital_gap_ev=9.0 homo_energy_ev=-10.02 e_lumo_ev=-0.998 smiles="O=[N+]([O-])C(Br)(c1ccccc1)[N+](=O)[O-]"
O -2.4786 -0.2116 2.1861
N -1.9742 -0.6756 1.2025
O -1.9144 -1.8625 0.9868
C -1.5404 0.1804 0.1054
Br -2.5694 1.9198 0.0830
C -0.0273 0.2068 0.0785
C 0.6363 -0.9620 -0.0759
C 2.0026 -0.8804 -0.1257
C 2.6714 0.3700 -0.0768
C 1.9888 1.4851 0.2870
C 0.5710 1.4563 0.2500
N -2.0073 -0.7203 -1.2381
O -1.1317 -0.8986 -2.0063
O -3.1952 -0.9225 -1.3013
H 0.1089 -1.8025 -0.3756
H 2.7418 -1.7356 -0.2863
H 3.7278 0.3217 -0.3719
H 2.4827 2.4321 0.2660
H -0.0929 2.2993 0.4126

---

7
Properties=species:S:1:pos:R:3 method="wB97M-V/def2-TZVPD" relative_energy_ev=3.1706 orbital_gap_ev=9.6 homo_energy_ev=-9.19 e_lumo_ev=0.420 smiles=SNOS
S 1.5666 -0.1184 -0.3678
N 0.4091 -0.1891 0.9269
O -0.8607 -0.6113 0.4193
S -1.8049 0.4303 -0.3729
H 1.2799 1.1557 -0.5019
H 0.7620 -1.1184 1.6685
H -1.3521 0.4512 -1.7721

---

73
Properties=species:S:1:pos:R:3 method="wB97M-V/def2-TZVPD" relative_energy_ev=0.6749 orbital_gap_ev=7.8 homo_energy_ev=-5.25 charge=-1 e_lumo_ev=2.575
Pt -0.6952 0.2252 -1.1845
C 3.6805 -2.7816 -2.1030
C 3.0649 -1.9920 -3.2371
C 3.7621 -1.9188 -4.4424
C 3.2738 -1.2092 -5.5325
C 2.0606 -0.5493 -5.4382
C 1.3507 -0.6063 -4.2472
C 1.8311 -1.3265 -3.1518
P 0.7273 -1.2946 -1.7037
C 1.8946 -1.1782 -0.3017
C 2.7167 -0.0544 -0.4097
C 3.6143 0.2815 0.5898
C 3.7004 -0.5224 1.7158
C 2.8660 -1.6268 1.8362
C 1.9416 -1.9699 0.8515
C 1.0095 -3.1301 1.1168
C -0.1547 -2.8709 -1.7088
C 0.3019 -4.0977 -2.1827
C -0.4884 -5.2271 -2.0396
C -1.7362 -5.1147 -1.4297
C -2.2034 -3.8771 -1.0127
C -1.4256 -2.7291 -1.1729
C -1.9452 -1.3442 -0.8708
H 4.4263 -3.4743 -2.4943
H 2.9438 -3.3550 -1.5416
H 4.1696 -2.1200 -1.3841
H 4.7153 -2.4303 -4.5223
H 3.8492 -1.1691 -6.4503
H 1.6722 0.0166 -6.2765
H 0.4153 -0.0673 -4.1364
H 2.6134 0.6107 -1.2599
H 4.1971 1.1885 0.4950
H 4.3878 -0.2763 2.5171
H 2.9088 -2.2328 2.7357
H 1.2505 -3.5830 2.0793
H 1.0657 -3.9070 0.3517
H -0.0296 -2.7903 1.1574
H 1.2727 -4.1728 -2.6584
H -0.1398 -6.1882 -2.3972
H -2.3570 -5.9949 -1.3079
H -3.1941 -3.7884 -0.5791
H -2.3780 -1.2853 0.1321
H -2.7658 -1.1696 -1.5773
C -3.2783 3.6415 6.2511
C -2.9794 3.2548 4.8216
C -3.7459 2.3038 4.1589
C -3.4836 1.9506 2.8359
C -4.3077 0.8955 2.1394
C -2.4369 2.5747 2.1628
C -1.6456 3.5313 2.8070
C -0.5062 4.1962 2.0787
C -1.9307 3.8534 4.1308
C -2.1565 2.2011 0.7232
O -2.5555 2.9422 -0.1746
O -1.5280 1.0882 0.5970
H -3.9950 2.9539 6.7030
H -3.7013 4.6483 6.3097
H -2.3723 3.6335 6.8620
H -4.5650 1.8171 4.6843
H -5.1487 0.5807 2.7598
H -3.6924 0.0223 1.9105
H -4.6952 1.2677 1.1886
H 0.1206 3.4720 1.5546
H 0.1261 4.7547 2.7709
H -0.8851 4.8876 1.3235
H -1.3105 4.5906 4.6370
C 0.0969 4.3060 -1.5883
C 0.7412 2.9887 -1.2151
O 1.6414 2.9520 -0.3776
O 0.2618 1.9627 -1.8566
H 0.7136 5.1428 -1.2620
H -0.8745 4.3412 -1.0965
H -0.0782 4.3477 -2.6637

---

24
Properties=species:S:1:pos:R:3 method="wB97M-V/def2-TZVPD" relative_energy_ev=1.7637 orbital_gap_ev=10.4 homo_energy_ev=-13.19 charge=+1 e_lumo_ev=-2.835 smiles=Cc1cn(C)c([C@H](C)N)[nH+]1
C 3.0088 1.4127 -0.1970
C 1.8877 0.3599 -0.0094
C 1.7022 -1.0235 -0.1243
N 0.3749 -1.2635 0.1610
C -0.1849 -2.5319 0.3306
C -0.2540 -0.1094 0.2844
C -1.6975 0.2859 0.2789
C -2.2016 -0.0015 -1.1220
N -1.8438 1.6668 0.7309
N 0.6388 0.9115 0.2910
H 3.4502 1.4593 0.8412
H 3.9061 1.1663 -0.7201
H 2.5027 2.4420 -0.3862
H 2.5175 -1.7176 0.0224
H -0.9488 -2.6942 1.0895
H -0.4523 -2.9406 -0.6730
H 0.5784 -3.0431 0.7508
H -2.3590 -0.2106 0.9749
H -1.5833 0.4842 -1.8876
H -2.2430 -1.1533 -1.3080
H -3.2703 0.3585 -1.2795
H -1.2387 2.3333 0.3257
H -2.8018 1.9777 0.8371
H 0.5117 1.8311 0.7889